1.
Formula: C6H18NO
Source: OMol25
Level of theory: ωB97M-V/def2-TZVPD

Results
energy: -10042.60558 eV
ΔE to the lowest compared entry with this formula, charge and spin: 3.226 eV
highest occupied orbital energy: -0.5105 Ha
Kohn-Sham gap: 10.79 eV

```
! RIJCOSX wB97M-V def2-TZVPD def2/J DEFGRID3
* xyz 1 1
C 0.513 2.619 0.124
C 0.361 1.146 -0.440
C -0.823 0.287 0.003
C -0.948 -1.141 -0.654
C -1.182 0.065 1.492
C -2.105 -0.926 2.075
N 1.840 0.595 -0.309
H 0.859 3.374 -0.599
H 1.193 2.648 1.015
H -0.377 3.159 0.302
H 0.246 1.280 -1.630
H -1.819 0.851 -0.436
H -0.590 -1.869 0.169
H -0.389 -1.197 -1.662
H -1.941 -1.486 -0.927
H -1.432 1.069 1.918
H -0.292 -0.054 2.117
H -2.469 -1.550 1.322
H -3.159 -0.511 2.265
H -1.555 -1.462 2.929
H 2.061 0.093 -1.210
H 1.857 -0.233 0.373
H 2.358 1.271 0.133
H 1.158 -2.586 -2.287
H 2.460 -2.526 -2.297
O 1.756 -2.092 -1.867
*
```


2.
Formula: C3H7NOS2
Source: OMol25
Level of theory: ωB97M-V/def2-TZVPD

Results
energy: -28431.77498 eV
ΔE to the lowest compared entry with this formula, charge and spin: 1.467 eV
highest occupied orbital energy: -0.3276 Ha
Kohn-Sham gap: 9.22 eV

```
! RIJCOSX wB97M-V def2-TZVPD def2/J DEFGRID3
* xyz 0 1
N -1.130 0.785 1.210
C -0.846 0.138 -0.070
C -1.894 -0.956 -0.153
O -1.653 -2.125 -0.232
C 0.574 -0.355 -0.154
S 1.724 1.007 -0.080
S 3.590 0.224 -0.635
H -0.540 0.399 1.936
H -1.008 1.792 1.239
H -1.002 0.838 -0.890
H -2.916 -0.548 -0.038
H 0.728 -1.061 -0.979
H 0.838 -1.158 0.556
H 3.536 1.020 -1.708
*
```


3.
Formula: C24H57Cl6O18P3
Source: OMol25
Level of theory: ωB97M-V/def2-TZVPD

Results
energy: -165671.59168 eV
ΔE to the lowest compared entry with this formula, charge and spin: 0.510 eV
highest occupied orbital energy: -0.3672 Ha
Kohn-Sham gap: 9.95 eV

```
! RIJCOSX wB97M-V def2-TZVPD def2/J DEFGRID3
* xyz 0 1
C -0.286 5.620 -1.380
O -0.474 7.009 -1.111
P 0.452 7.674 0.047
O 0.786 6.815 1.226
O 1.738 8.176 -0.759
C 3.112 8.054 -0.266
O -0.339 9.065 0.202
C -0.045 9.967 1.293
H -0.155 5.581 -2.461
H -1.149 4.984 -1.179
H 0.611 5.178 -0.946
H 3.179 7.838 0.800
H 3.604 9.024 -0.336
H 3.797 7.305 -0.662
H 0.465 9.422 2.087
H -0.926 10.504 1.646
H 0.614 10.697 0.822
C 0.598 -6.807 -0.619
O 1.512 -7.134 -1.660
P 2.456 -6.004 -2.411
O 3.154 -6.439 -3.693
O 1.486 -4.711 -2.491
C 0.536 -4.634 -3.432
O 3.521 -5.660 -1.177
C 3.173 -5.055 0.079
H 0.859 -7.110 0.395
H -0.325 -7.329 -0.871
H 0.383 -5.742 -0.530
H 0.779 -5.109 -4.383
H 0.312 -3.591 -3.654
H -0.262 -5.179 -2.927
H 3.832 -4.309 0.522
H 2.953 -5.925 0.698
H 2.255 -4.501 -0.118
C 2.736 0.429 4.437
O 2.956 -0.310 5.615
P 4.425 -0.802 5.958
O 5.569 0.124 5.573
O 4.541 -2.287 5.251
C 5.791 -2.944 5.572
O 4.235 -1.103 7.596
C 3.460 -2.161 8.082
H 3.640 0.993 4.209
H 1.899 1.112 4.581
H 2.579 -0.082 3.487
H 5.641 -4.006 5.768
H 6.328 -2.514 6.417
H 6.439 -2.895 4.697
H 3.191 -1.706 9.035
H 3.992 -3.109 8.001
H 2.656 -2.380 7.380
C -0.628 -3.852 4.152
C -1.892 -3.718 3.290
O -2.881 -4.390 3.946
C -4.019 -4.669 3.352
C -4.990 -5.338 4.287
O -4.342 -4.425 2.173
H -0.601 -3.317 5.101
H 0.320 -3.615 3.670
H -0.488 -4.902 4.405
H -2.237 -2.693 3.155
H -1.656 -4.044 2.277
H -5.686 -5.996 3.767
H -5.571 -4.517 4.707
H -4.551 -5.789 5.177
C -6.816 2.591 -3.697
C -8.160 1.917 -3.701
O -8.062 0.484 -4.056
C -7.626 -0.499 -3.268
C -7.640 -1.877 -3.876
O -7.266 -0.325 -2.061
H -6.409 2.414 -4.692
H -6.079 2.240 -2.974
H -7.075 3.641 -3.555
H -8.604 1.974 -2.706
H -8.918 2.351 -4.354
H -8.592 -2.040 -4.380
H -7.346 -2.605 -3.120
H -6.791 -2.004 -4.548
C 5.300 2.476 -1.243
C 4.441 1.840 -2.320
O 5.148 0.732 -2.681
C 4.625 -0.097 -3.478
C 5.538 -1.227 -3.858
O 3.448 -0.139 -3.883
H 6.286 2.768 -1.603
H 5.506 1.796 -0.417
H 4.838 3.336 -0.759
H 3.409 1.663 -2.014
H 4.299 2.379 -3.257
H 5.373 -1.924 -3.037
H 6.577 -1.030 -4.122
H 4.949 -1.667 -4.663
Cl -1.062 0.077 -0.593
C -2.563 -0.334 -1.473
Cl -2.422 0.135 -3.174
H -2.470 -1.412 -1.348
H -3.435 0.154 -1.036
Cl -6.059 6.290 1.861
C -4.342 5.774 2.246
Cl -4.069 4.093 1.762
H -3.599 6.428 1.790
H -4.168 5.747 3.321
Cl -0.481 -1.245 -9.352
C -0.551 0.288 -8.523
Cl -1.995 1.213 -8.947
H -0.584 0.015 -7.469
H 0.385 0.840 -8.610
*
```


4.
Formula: C5H9AuO3
Source: OMol25
Level of theory: ωB97M-V/def2-TZVPD

Results
energy: -15137.54299 eV
ΔE to the lowest compared entry with this formula, charge and spin: 2.392 eV
highest occupied orbital energy (spin up / spin down): -0.7249 / -0.7471 Ha
Kohn-Sham gap (spin up / spin down): 10.23 / 7.65 eV

```
! RIJCOSX wB97M-V def2-TZVPD def2/J DEFGRID3
* xyz 2 3
O 1.312 0.792 0.121
C 2.660 0.936 -0.310
O 2.575 1.487 -1.434
Au 0.667 1.047 -1.559
O -0.208 -0.257 -2.395
C -1.145 -1.042 -2.198
C 1.028 0.374 1.463
H 0.844 -0.708 1.436
H 1.929 0.570 2.058
C -0.179 1.114 1.992
H 0.016 2.193 2.048
H -1.061 0.909 1.369
H -0.402 0.759 3.007
C -1.475 -1.601 -0.874
H -1.834 -1.257 -3.033
H -1.344 -2.693 -0.923
H -2.546 -1.422 -0.689
H -0.836 -1.201 -0.080
*
```